# 1
Below is a 10-piece molecular cluster, C34H62N12O2 overall in a non-equilibrium geometry, with properties calculated with ωB97M-V with the def2-TZVPD basis set.

```
110
Properties=species:S:1:pos:R:3:mulliken_charge:R:1
C -14.20 -14.64 -15.82 0.643
O -14.07 -13.81 -16.68 -0.636
N -13.38 -15.66 -15.71 -0.396
N -15.08 -14.58 -14.84 -0.380
H -13.35 -16.32 -14.94 0.163
H -12.65 -15.72 -16.41 0.211
H -15.07 -15.37 -14.22 0.174
H -15.76 -13.83 -14.85 0.219
C -18.95 -24.59 -7.84 0.635
O -18.01 -25.34 -7.90 -0.651
N -19.06 -23.58 -7.04 -0.381
N -20.01 -24.71 -8.59 -0.379
H -19.81 -22.92 -7.18 0.177
H -18.25 -23.36 -6.48 0.228
H -20.14 -25.49 -9.22 0.213
H -20.82 -24.13 -8.43 0.157
C -10.17 -22.41 -13.00 -1.146
C -11.37 -23.25 -13.15 -0.381
C -12.44 -23.02 -12.08 -0.351
C -12.82 -21.62 -11.89 0.229
N -13.12 -20.51 -11.82 -0.421
H -9.60 -22.34 -13.92 0.307
H -9.52 -22.84 -12.24 0.287
H -10.50 -21.39 -12.80 0.360
H -11.05 -24.29 -13.21 0.296
H -11.80 -23.02 -14.13 0.290
H -11.99 -23.27 -11.12 0.223
H -13.31 -23.66 -12.26 0.308
C -20.17 -19.24 -14.51 -1.126
C -21.10 -18.84 -13.31 -0.308
C -22.24 -17.80 -13.65 -0.366
C -21.80 -16.43 -13.94 0.170
N -21.45 -15.30 -14.19 -0.457
H -19.75 -18.35 -14.98 0.323
H -20.64 -19.76 -15.35 0.323
H -19.25 -19.75 -14.21 0.328
H -20.46 -18.46 -12.52 0.287
H -21.63 -19.72 -12.97 0.270
H -23.03 -17.80 -12.90 0.321
H -22.70 -17.94 -14.63 0.236
C -29.15 -18.92 -10.02 -1.090
C -29.41 -19.12 -8.47 -0.499
C -28.10 -19.37 -7.60 -0.389
C -27.40 -20.60 -7.98 0.242
N -26.81 -21.51 -8.30 -0.398
H -28.61 -19.72 -10.51 0.341
H -28.41 -18.12 -10.04 0.291
H -30.05 -18.67 -10.58 0.320
H -30.08 -19.97 -8.37 0.319
H -29.99 -18.25 -8.15 0.325
H -28.34 -19.51 -6.54 0.261
H -27.51 -18.46 -7.70 0.277
C -18.47 -12.42 -0.51 -1.063
C -19.63 -11.81 0.32 -0.474
C -21.04 -12.19 -0.14 -0.399
C -21.46 -11.48 -1.35 0.235
N -21.79 -10.88 -2.30 -0.427
H -18.38 -13.48 -0.28 0.318
H -17.55 -11.94 -0.18 0.312
H -18.61 -12.29 -1.58 0.318
H -19.41 -10.75 0.45 0.365
H -19.53 -12.19 1.33 0.274
H -21.81 -11.98 0.61 0.286
H -21.08 -13.27 -0.29 0.255
C -10.45 -12.24 -6.36 -1.078
C -11.44 -13.24 -5.71 -0.418
C -11.77 -14.52 -6.51 -0.395
C -10.59 -15.27 -7.05 0.198
N -9.72 -15.85 -7.47 -0.389
H -9.59 -12.72 -6.84 0.343
H -9.98 -11.64 -5.57 0.304
H -10.92 -11.59 -7.09 0.301
H -12.39 -12.82 -5.38 0.317
H -10.92 -13.60 -4.82 0.266
H -12.30 -14.20 -7.41 0.238
H -12.45 -15.15 -5.93 0.311
C -10.50 -24.95 -4.76 -1.156
C -9.66 -23.67 -4.64 -0.246
C -10.28 -22.69 -3.67 -0.511
C -11.73 -22.39 -3.81 0.193
N -12.84 -22.12 -3.95 -0.422
H -10.70 -25.29 -3.75 0.295
H -9.97 -25.74 -5.29 0.343
H -11.42 -24.91 -5.35 0.345
H -9.49 -23.28 -5.65 0.283
H -8.68 -23.85 -4.21 0.260
H -9.64 -21.81 -3.56 0.356
H -10.31 -23.08 -2.65 0.261
C -25.28 -29.25 -2.82 -1.331
C -24.50 -28.15 -2.16 -0.216
C -24.15 -27.08 -3.14 -0.414
C -23.66 -25.87 -2.51 0.148
N -23.24 -24.93 -1.95 -0.412
H -26.13 -28.96 -3.44 0.368
H -25.85 -29.91 -2.17 0.355
H -24.63 -29.79 -3.51 0.314
H -23.69 -28.67 -1.65 0.270
H -25.10 -27.80 -1.33 0.305
H -25.02 -26.76 -3.72 0.265
H -23.53 -27.43 -3.95 0.348
N -19.14 -16.78 -6.43 -0.011
C -20.38 -16.73 -5.82 -0.504
C -21.13 -15.73 -6.40 -0.361
C -20.35 -15.22 -7.42 -0.333
C -19.12 -15.83 -7.44 -0.497
H -18.35 -17.39 -6.26 0.200
H -20.63 -17.42 -5.03 0.374
H -22.11 -15.41 -6.12 0.383
H -20.65 -14.44 -8.10 0.383
H -18.21 -15.67 -7.99 0.367
```

Calculated values
- Gap between HOMO and LUMO: 8.56 eV
- Multiplicity: 1
- LUMO level: 0.310 eV
- Maximum force: 6.29 eV/A
- E: -2140.16481 a.u.
- SMILES: c1cc[nH]c1.NC(N)=O.NC(N)=O.CCCC#N.CCCC#N.CCCC#N.CCCC#N.CCCC#N.CCCC#N.CCCC#N
- Relative energy (zero: lowest compared OMol25 entry of this formula, charge and spin): 104.54 kcal per mole

---

# 2
Below is C34H63BCdN7O10 as an isolated structure in a non-equilibrium geometry, with properties calculated with ωB97M-V with the def2-TZVPD basis set.

```
116
Properties=species:S:1:pos:R:3:mulliken_charge:R:1
Cd 0.08 -3.30 0.12 -0.772
B -0.08 -1.00 0.13 7.593
H 0.11 0.14 0.05 -1.060
H -1.19 -1.14 0.38 -1.669
H 0.21 -1.55 -0.83 -0.609
H 0.58 -1.41 0.97 -1.247
C -4.29 -3.57 -0.32 -1.565
C -2.91 -3.06 0.11 1.498
C -2.65 -3.38 1.57 -1.198
O -1.38 -2.89 1.97 0.138
C -1.04 -2.99 3.34 -0.888
N -1.88 -3.68 -0.80 -0.597
H -5.02 -3.43 0.49 0.406
H -4.32 -4.65 -0.51 0.458
H -4.68 -3.08 -1.21 0.395
H -2.91 -1.99 -0.08 -0.967
H -2.64 -4.47 1.73 0.513
H -3.50 -3.00 2.14 0.361
H -0.08 -2.50 3.52 0.120
H -0.97 -4.01 3.72 0.325
H -1.76 -2.38 3.89 0.270
H -2.13 -3.45 -1.76 0.363
H -2.14 -4.67 -0.83 0.390
C 3.75 -0.46 -3.95 -1.561
C 3.02 0.10 -2.73 0.209
C 2.82 1.60 -2.92 -0.352
O 4.10 2.20 -2.76 -0.338
C 4.05 3.61 -2.78 -0.505
N 1.72 -0.63 -2.64 -0.008
H 3.28 -0.20 -4.89 0.391
H 3.79 -1.54 -3.75 0.348
H 4.80 -0.16 -3.94 0.395
H 3.49 -0.17 -1.78 0.143
H 2.23 2.09 -2.13 0.257
H 2.45 1.79 -3.94 0.327
H 3.37 4.01 -2.03 0.025
H 3.72 3.98 -3.76 0.331
H 5.05 4.00 -2.63 0.292
H 1.30 -0.50 -3.56 0.268
H 1.15 -0.24 -1.90 -0.627
C -2.30 -0.32 -2.98 -0.619
C -2.63 1.00 -2.26 0.240
C -4.05 1.45 -2.61 -0.832
O -4.15 1.86 -3.95 -0.334
C -5.24 2.73 -4.20 -0.724
N -2.62 0.83 -0.80 0.132
H -1.25 -0.57 -2.82 -0.236
H -2.46 -0.18 -4.05 0.597
H -2.92 -1.07 -2.50 -0.096
H -1.89 1.78 -2.43 0.645
H -4.26 2.25 -1.90 0.475
H -4.70 0.58 -2.46 0.276
H -5.41 3.40 -3.35 0.326
H -6.15 2.14 -4.39 0.276
H -5.04 3.31 -5.09 0.254
H -1.73 0.45 -0.49 -1.248
H -3.33 0.15 -0.54 0.291
C 2.79 -5.21 -2.80 -1.466
C 2.04 -4.74 -1.54 0.225
C 2.98 -3.95 -0.64 -0.616
O 2.23 -3.30 0.41 -0.056
C 3.03 -2.82 1.46 -0.890
N 0.99 -3.78 -1.98 -0.335
H 2.27 -5.99 -3.36 0.411
H 3.76 -5.65 -2.53 0.410
H 2.90 -4.44 -3.56 0.311
H 1.65 -5.64 -1.07 0.228
H 3.58 -3.22 -1.19 0.345
H 3.69 -4.63 -0.17 0.599
H 3.63 -1.95 1.19 0.320
H 3.70 -3.53 1.96 0.420
H 2.37 -2.52 2.27 0.104
H 0.33 -4.22 -2.61 0.327
H 1.38 -2.91 -2.35 0.027
C 0.79 3.37 0.62 -0.112
C 1.62 4.45 0.33 -0.717
C 1.15 5.56 -0.37 -0.429
C -0.19 5.59 -0.73 -0.180
C -1.04 4.56 -0.35 -0.573
C -0.57 3.44 0.33 -0.307
N -0.72 6.75 -1.45 1.005
O -1.93 6.88 -1.52 -0.591
O 0.08 7.53 -1.92 -0.598
H 1.25 2.48 1.02 0.360
H 2.68 4.38 0.55 0.487
H 1.77 6.41 -0.59 0.501
H -2.09 4.58 -0.62 0.506
H -1.26 2.64 0.52 0.447
C -1.43 1.62 3.95 -0.702
C -1.51 0.86 2.79 -0.303
C -2.74 0.35 2.43 0.525
C -3.86 0.51 3.22 -0.554
C -3.78 1.31 4.36 -0.454
C -2.55 1.82 4.75 -0.912
N -5.11 -0.13 2.88 1.043
O -6.02 -0.12 3.68 -0.616
O -5.19 -0.67 1.79 -0.598
H -0.48 2.05 4.25 0.483
H -0.66 0.58 2.18 0.526
H -2.74 -0.25 1.53 0.155
H -4.64 1.45 5.00 0.495
H -2.54 2.46 5.62 0.427
C 4.22 1.15 2.05 -1.203
C 2.90 0.78 2.22 -0.209
C 2.36 0.74 3.52 0.022
C 3.14 1.01 4.61 0.029
C 4.50 1.29 4.46 -0.565
C 5.02 1.39 3.19 -0.563
N 2.59 0.90 5.95 0.972
O 3.38 0.74 6.86 -0.584
O 1.39 0.96 6.10 -0.573
H 4.72 1.27 1.10 0.588
H 2.24 0.53 1.40 0.872
H 1.34 0.39 3.62 0.351
H 5.15 1.42 5.31 0.496
H 6.07 1.63 3.03 0.414
```

Calculated values
- Net charge: +1
- Gap between HOMO and LUMO: 7.94 eV
- Multiplicity: 1
- LUMO level: -3.301 eV
- Maximum force: 2.65 eV/A
- E: -2660.98079 a.u.

---

# 3
Below is C34H63Cl2N5O8PSSbSi3Ti as an isolated structure, with properties calculated with ωB97M-V with the def2-TZVPD basis set.

```
119
Properties=species:S:1:pos:R:3:mulliken_charge:R:1
Ti 0.45 1.62 -0.25 -0.265
C 2.27 -1.56 -3.85 -1.281
Sb 0.71 -0.99 -2.48 -0.472
C 1.91 0.31 -1.08 0.610
C 2.76 -0.25 -0.01 0.588
C 3.01 -1.62 0.12 0.878
C 3.95 -2.07 1.01 -0.355
C 4.65 -1.15 1.79 -1.098
C 4.32 0.19 1.63 -0.660
N 3.40 0.63 0.78 0.065
Si 3.14 1.32 -2.18 1.352
C 2.42 1.86 -3.82 -1.224
C 3.83 2.84 -1.32 -0.809
C 4.69 0.27 -2.47 -1.335
C 0.16 -3.17 -2.08 2.311
C -0.50 -3.16 -0.74 -1.707
C -1.21 -4.26 -0.21 -0.617
C -1.93 -4.12 0.96 -1.716
C -1.98 -2.88 1.58 -1.244
C -1.26 -1.85 1.00 0.312
N -0.52 -1.98 -0.10 1.539
Si -1.33 -3.20 -3.33 1.008
C -2.69 -2.05 -2.72 -0.970
C -0.84 -2.65 -5.06 -1.307
C -2.08 -4.91 -3.57 -1.247
Si 1.31 -4.67 -2.37 0.338
C 1.79 -4.92 -4.17 -1.041
C 2.89 -4.68 -1.35 -1.134
C 0.58 -6.35 -1.88 -1.503
H 2.71 -0.68 -4.30 0.595
H 1.79 -2.15 -4.63 0.331
H 3.06 -2.16 -3.38 0.294
H 2.46 -2.30 -0.51 -1.059
H 4.16 -3.13 1.10 0.429
H 5.41 -1.45 2.48 0.430
H 4.82 0.95 2.22 0.401
H 2.01 2.87 -3.73 0.366
H 1.62 1.24 -4.22 0.265
H 3.22 1.89 -4.56 0.483
H 3.12 3.36 -0.69 -0.247
H 4.16 3.53 -2.10 0.435
H 4.69 2.57 -0.71 0.294
H 4.57 -0.58 -3.13 0.407
H 5.12 -0.08 -1.53 0.259
H 5.42 0.94 -2.92 0.447
H -1.21 -5.20 -0.73 0.633
H -2.48 -4.96 1.36 0.447
H -2.56 -2.71 2.47 0.567
H -1.31 -0.85 1.41 -0.608
H -2.66 -1.10 -3.25 0.323
H -2.63 -1.83 -1.65 -0.002
H -3.66 -2.51 -2.90 0.533
H -0.56 -1.60 -5.13 0.318
H -1.74 -2.77 -5.68 0.493
H -0.06 -3.25 -5.50 0.359
H -2.46 -5.37 -2.66 0.321
H -1.40 -5.60 -4.06 0.313
H -2.94 -4.77 -4.24 0.454
H 2.33 -4.09 -4.62 0.382
H 0.92 -5.14 -4.79 0.281
H 2.44 -5.80 -4.21 0.469
H 3.66 -4.00 -1.72 0.289
H 3.30 -5.69 -1.39 0.594
H 2.69 -4.46 -0.30 0.182
H -0.42 -6.57 -2.26 0.431
H 0.58 -6.49 -0.80 0.389
H 1.26 -7.10 -2.30 0.392
O -3.20 1.64 -1.68 -0.623
C -2.01 1.58 -1.56 0.922
O -1.35 1.07 -0.53 0.579
C -0.99 2.14 -2.59 0.041
O -1.23 2.30 -3.75 -0.632
O 0.17 2.34 -1.99 -0.401
C 1.42 1.92 3.46 -0.135
S 0.35 0.59 2.94 1.071
C 1.34 -0.81 3.45 -0.803
O 0.54 0.54 1.43 -1.262
H 1.61 1.81 4.53 0.755
H 0.88 2.84 3.25 -0.668
H 2.33 1.87 2.87 0.057
H 1.33 -0.86 4.54 0.557
H 2.35 -0.72 3.07 0.076
H 0.85 -1.69 3.04 0.283
C -3.59 0.67 1.99 -0.552
N -3.35 1.50 3.17 0.581
C -4.44 1.40 4.14 -1.119
P -2.55 2.94 2.88 -0.048
O -1.35 2.69 2.04 0.184
N -3.53 4.09 2.21 0.416
C -3.56 4.25 0.76 -0.644
C -4.77 4.47 2.86 -1.161
N -2.30 3.52 4.42 0.212
C -1.65 2.65 5.40 -1.167
C -1.97 4.92 4.63 -0.983
H -3.66 -0.37 2.29 0.289
H -2.79 0.80 1.27 -0.431
H -4.53 0.94 1.50 0.296
H -4.48 0.38 4.53 0.328
H -5.41 1.63 3.69 0.283
H -4.27 2.08 4.97 0.403
H -2.61 3.95 0.33 -0.168
H -3.74 5.30 0.51 0.349
H -4.36 3.64 0.31 0.277
H -4.70 4.36 3.94 0.376
H -5.62 3.87 2.50 0.261
H -4.99 5.52 2.64 0.356
H -1.83 1.61 5.16 0.345
H -2.05 2.86 6.40 0.354
H -0.57 2.82 5.43 0.237
H -2.47 5.54 3.88 0.331
H -0.89 5.10 4.55 0.178
H -2.30 5.22 5.62 0.344
Cl 1.50 5.39 2.69 -0.199
C 1.10 5.61 0.98 -0.083
Cl 2.53 6.08 0.05 -0.169
C 0.48 4.36 0.36 -0.068
O -0.54 4.48 -0.28 -0.559
O 1.13 3.24 0.57 -0.049
H 0.38 6.42 0.92 0.475
```

Calculated values
- Gap between HOMO and LUMO: 7.79 eV
- Multiplicity: 1
- LUMO level: 0.009 eV
- Maximum force: 0.56 eV/A
- E: -5827.49214 a.u.
- Relative energy (zero: lowest compared OMol25 entry of this formula, charge and spin): 5.23 kcal per mole

---

# 4
Below is a 3-piece molecular cluster, C34H65N3O5Si overall in a non-equilibrium geometry, with properties calculated with ωB97M-V with the def2-TZVPD basis set.

```
108
Properties=species:S:1:pos:R:3:mulliken_spin:R:1
C -7.20 6.15 2.67 0.036
C -6.47 4.94 1.99 -0.008
C -4.98 5.11 2.29 0.032
C -6.80 5.00 0.50 0.006
C -6.26 3.83 -0.35 -0.026
C -4.91 4.25 -1.00 -0.003
C -3.93 3.10 -1.28 -0.002
C -2.72 3.06 -0.33 0.000
C -1.41 3.51 -1.00 0.000
C -0.17 2.93 -0.32 0.000
C 0.07 1.47 -0.70 0.000
C 1.48 1.00 -0.34 0.000
C 1.65 0.80 1.18 0.000
Si 1.08 -0.85 1.89 0.000
C 0.43 -0.48 3.63 0.000
C 2.55 -2.01 2.13 0.000
C -0.31 -1.71 0.95 0.000
C -1.34 -2.31 1.70 0.000
C -2.40 -3.00 1.08 0.000
C -2.45 -3.10 -0.31 0.000
C -1.43 -2.51 -1.08 0.000
C -0.39 -1.83 -0.45 0.000
C -7.23 3.55 -1.53 0.001
O -6.94 2.55 -2.22 0.000
O -8.18 4.33 -1.70 0.000
C -6.14 2.59 0.53 0.038
C -7.17 2.54 1.66 0.034
C -8.60 2.53 1.08 0.024
C -7.00 1.23 2.43 -0.011
N -7.00 3.69 2.61 0.393
O -6.39 3.40 3.71 0.528
H -7.93 5.76 3.38 -0.010
H -7.70 6.76 1.93 0.000
H -6.50 6.76 3.23 0.001
H -4.81 5.44 3.30 -0.005
H -4.42 4.18 2.17 -0.010
H -4.54 5.84 1.60 0.003
H -7.88 5.04 0.40 0.001
H -6.43 5.95 0.12 -0.002
H -4.45 5.02 -0.40 0.000
H -5.16 4.72 -1.95 0.001
H -4.45 2.14 -1.32 0.001
H -3.54 3.26 -2.28 0.000
H -2.61 2.09 0.15 0.000
H -2.92 3.76 0.48 -0.001
H -1.37 4.60 -0.95 0.000
H -1.41 3.19 -2.04 0.000
H 0.70 3.54 -0.57 0.000
H -0.33 3.01 0.76 0.000
H -0.14 1.35 -1.76 0.000
H -0.63 0.89 -0.10 0.000
H 1.81 0.12 -0.88 0.000
H 2.16 1.81 -0.63 0.000
H 2.72 0.85 1.39 0.000
H 1.22 1.63 1.73 0.000
H -0.62 -0.18 3.55 0.000
H 0.51 -1.32 4.31 0.000
H 0.95 0.39 4.01 0.000
H 2.19 -2.90 2.66 0.000
H 3.25 -1.51 2.80 0.000
H 3.03 -2.30 1.20 0.000
H -1.35 -2.27 2.78 0.000
H -3.16 -3.45 1.69 0.000
H -3.25 -3.64 -0.80 0.000
H -1.49 -2.59 -2.16 0.000
H 0.38 -1.41 -1.08 0.000
H -6.31 1.69 -0.06 0.000
H -5.14 2.48 0.97 -0.014
H -8.59 2.17 0.05 0.000
H -9.23 1.86 1.66 -0.002
H -9.06 3.51 1.08 -0.010
H -7.39 0.44 1.80 -0.001
H -5.96 1.04 2.67 0.007
H -7.60 1.25 3.33 -0.003
C 5.41 -3.26 -3.64 0.000
C 4.82 -3.38 -2.24 0.000
C 3.46 -2.69 -2.08 0.000
O 3.52 -1.28 -1.98 0.000
C 3.61 -0.59 -3.22 0.000
N 5.80 -2.89 -1.27 0.000
H 5.83 -2.27 -3.83 0.000
H 6.22 -3.98 -3.77 0.000
H 4.66 -3.47 -4.41 0.000
H 4.66 -4.44 -2.04 0.000
H 3.02 -3.03 -1.13 0.000
H 2.76 -2.99 -2.88 0.000
H 3.05 -1.10 -4.01 0.000
H 4.65 -0.46 -3.53 0.000
H 3.18 0.40 -3.07 0.000
H 5.45 -3.07 -0.33 0.000
H 5.82 -1.87 -1.33 0.000
C 9.20 -6.86 -1.70 0.000
C 8.59 -5.49 -1.39 0.000
C 9.63 -4.41 -1.07 0.000
O 10.20 -4.49 0.22 0.000
C 11.27 -5.41 0.35 0.000
N 7.60 -5.64 -0.32 0.000
H 9.53 -7.37 -0.80 0.000
H 8.46 -7.50 -2.18 0.000
H 10.05 -6.77 -2.38 0.000
H 8.06 -5.16 -2.29 0.000
H 9.12 -3.44 -1.10 0.000
H 10.42 -4.38 -1.84 0.000
H 11.87 -5.46 -0.56 0.000
H 10.91 -6.41 0.60 0.000
H 11.90 -5.06 1.17 0.000
H 7.13 -4.74 -0.21 0.000
H 8.11 -5.77 0.55 0.000
```

Calculated values
- Net charge: -1
- Gap between HOMO and LUMO (spin up / spin down): 6.35 / 6.35 eV
- Multiplicity: 2
- LUMO level (spin up / spin down): 1.796 / 1.796 eV
- Maximum force: 2.02 eV/A
- E: -2164.46273 a.u.